No. 1
ORCA calculation (ωB97M-V/def2-TZVPD) on C17H18N3O4ReSe2 as an isolated structure at a distorted geometry.

CARTESIAN COORDINATES (ANGSTROEM)
Re -1.35540 0.63899 -0.33064
O -3.20444 4.23923 -1.17487
C -2.53070 3.30304 -0.81863
N -2.85563 1.95444 -0.58924
C -4.14776 1.52467 -0.54787
O -5.13642 2.19472 -0.67449
C -4.25411 0.05205 -0.26646
C -5.50540 -0.52480 -0.07525
C -5.56072 -1.87058 0.21820
C -4.39017 -2.64426 0.21973
C -3.16033 -1.98924 0.05533
N -3.06914 -0.66240 -0.22022
C -1.11194 3.60743 -0.37295
C -0.75639 4.95081 -0.26973
C 0.52506 5.21152 0.19918
C 1.36055 4.15811 0.55185
C 0.90143 2.86669 0.42304
N -0.30484 2.58631 -0.08226
H -6.39476 0.09483 -0.20611
H -6.52521 -2.34415 0.30316
H -4.41922 -3.67229 0.44929
H -2.21510 -2.48008 0.08138
H -1.46149 5.70500 -0.58431
H 0.89580 6.20905 0.29115
H 2.37631 4.34332 0.89892
H 1.53022 2.03594 0.60102
O 4.94612 -3.52337 -0.28348
C 3.90552 -2.82663 -0.96949
C 3.02124 -2.15460 0.09565
C 3.88498 -1.33289 1.04883
O 4.42419 -0.24587 0.29266
C 2.07899 -1.10272 -0.58372
Se 0.59320 -0.74861 0.63038
C 2.20500 -3.19525 0.92296
Se 0.27817 -3.04151 0.67350
H 5.50715 -3.92415 -0.97372
H 3.26273 -3.45550 -1.62725
H 4.35344 -2.02701 -1.60122
H 4.65934 -1.97397 1.47857
H 3.26210 -0.94630 1.88016
H 5.30858 -0.11659 0.55709
H 1.66232 -1.41555 -1.51614
H 2.56033 -0.15242 -0.69629
H 2.34677 -3.09480 2.00860
H 2.50966 -4.21064 0.58366

Forces on the atoms, in the same order (eV/Å):
0.512 0.169 0.675
-0.186 -1.096 -0.110
-0.025 0.713 0.612
0.701 0.930 -0.580
-0.842 -0.018 -0.100
-0.273 0.074 -0.008
0.679 -0.847 -0.089
0.642 0.533 -0.188
0.408 -0.767 -0.741
0.397 2.095 0.345
-0.971 0.712 -0.493
-1.435 0.022 0.512
-0.636 0.615 -0.529
0.720 -0.786 0.149
-0.207 -0.280 -0.064
0.140 0.112 0.128
0.056 0.442 -0.699
-0.278 -0.744 0.255
0.366 -0.139 0.220
-0.084 -0.148 0.267
0.035 -1.012 0.072
0.288 -0.517 0.047
0.002 0.005 0.099
0.049 0.533 0.000
-0.318 -0.093 -0.020
0.562 -0.707 0.385
-0.240 -0.355 -1.004
-0.121 0.785 -0.217
-0.826 0.759 0.034
-0.041 0.084 0.239
-1.182 -0.438 0.052
0.208 -0.404 0.557
-0.455 0.360 -0.111
0.641 -0.671 -0.212
-0.177 -0.554 -0.031
-0.239 0.148 0.601
0.476 0.031 0.458
-0.316 -0.410 0.285
0.017 0.169 -0.083
0.211 -0.106 -0.344
1.609 0.326 0.421
-0.259 -0.356 -0.580
0.458 0.350 -0.252
0.289 -0.088 -0.455
-0.353 0.571 0.497

Properties
Charge: +1
Spin multiplicity: 4
Orbital gap (alpha / beta) (eV): 8.02 / 6.76
Energy relative to the best compared isomer or geometry (same formula, charge and spin) (kJ/mol): 0.0
LUMO energy (alpha / beta) (eV): -3.43 / -4.07


No. 2
ORCA calculation (ωB97M-V/def2-TZVPD) on C17H18N5OPd as an isolated structure at a distorted geometry.

CARTESIAN COORDINATES (ANGSTROEM)
Pd 0.77434 -0.52632 0.67784
C -1.28769 -2.18867 -2.99917
C -0.66466 -1.94347 -1.68991
N -0.03718 -0.79440 -1.37168
N 0.15414 0.16150 -2.18303
C 1.05579 1.10172 -1.70690
O 1.66310 0.91117 -0.62957
C 1.25256 2.23791 -2.55639
C 0.48084 2.37022 -3.76084
C 0.51351 3.54290 -4.46946
C 1.38661 4.55582 -4.06025
C 2.16987 4.42335 -2.88509
C 2.13566 3.26773 -2.15527
C -0.57308 -2.94313 -0.65689
C -1.21832 -4.17953 -0.73236
C -0.95577 -5.13816 0.23972
C -0.03319 -4.85634 1.23072
C 0.56406 -3.58274 1.26753
N 0.27999 -2.66091 0.37098
H -1.15562 -1.34087 -3.66455
H -2.36154 -2.38397 -2.88479
H -0.86657 -3.08760 -3.45997
H -0.08782 1.52607 -4.12256
H -0.08905 3.66433 -5.35850
H 1.47982 5.44651 -4.67078
H 2.77194 5.25832 -2.55162
H 2.74760 3.14838 -1.27200
H -1.90588 -4.39642 -1.53971
H -1.45483 -6.09820 0.21078
H 0.22854 -5.59177 1.98050
H 1.29103 -3.32586 2.02757
C 0.02248 2.27275 5.14931
N -0.65372 1.11145 4.56630
C -1.82991 0.57280 5.25906
C -0.19095 0.51093 3.52846
N 0.22054 -0.08162 2.61551
H -0.68246 3.09911 5.23788
H 0.86626 2.58186 4.53933
H 0.37772 2.02803 6.15088
H -2.61378 1.32896 5.30195
H -1.56292 0.30339 6.28122
H -2.21147 -0.30520 4.74574

Forces on the atoms, in the same order (eV/Å):
-1.933 -1.896 -2.234
-0.038 0.320 -0.050
-0.917 -1.657 -0.274
2.715 1.839 1.921
-1.299 -1.516 -0.973
1.128 1.272 0.637
-0.142 0.708 0.358
-0.295 -0.740 0.000
-0.045 -0.011 -0.197
0.097 -0.080 -0.041
-0.180 -0.166 0.005
0.082 0.003 0.218
0.084 0.439 0.005
-0.075 0.490 -0.548
0.081 0.028 -0.138
0.045 -0.181 0.279
-0.201 -0.224 -0.350
0.155 0.288 -0.215
0.025 1.055 1.641
-0.039 -0.025 -0.014
-0.007 0.019 0.083
0.059 -0.001 0.045
-0.147 0.107 0.078
0.065 -0.006 -0.043
-0.014 0.065 0.097
0.126 -0.059 -0.120
-0.090 -0.016 0.054
0.043 0.008 -0.036
0.001 0.000 -0.023
-0.003 0.013 0.030
-0.123 0.041 0.107
0.140 0.396 0.354
-0.030 -0.211 -0.251
-0.371 -0.007 0.349
0.106 -0.139 0.177
0.802 0.071 -0.441
-0.030 -0.055 -0.126
-0.025 -0.071 -0.070
0.018 -0.110 -0.071
0.069 0.029 -0.101
0.097 -0.027 -0.067
0.065 0.006 -0.054

Properties
Charge: +3
Spin multiplicity: 1
Orbital gap (alpha / beta) (eV): 3.62 / 3.62
LUMO energy (alpha / beta) (eV): -13.96 / -13.96


No. 3
ORCA calculation (ωB97M-V/def2-TZVPD) on a 3-piece molecular cluster, C17H19F16NO6S2 overall at a distorted geometry.

CARTESIAN COORDINATES (ANGSTROEM)
C -3.67391 1.29431 3.45001
O -3.77052 1.20870 2.04280
C -2.66541 1.75784 1.37471
C -2.64971 3.28973 1.39143
C -3.78673 3.97638 0.60218
N -5.12505 3.34076 0.81369
C -5.84803 3.92307 1.60516
S -6.67239 4.69918 2.67207
C -3.45519 4.13205 -0.86726
C -2.34520 5.16436 -0.94034
O -1.11417 4.48322 -0.62361
S -1.04665 3.95139 0.87107
O -0.75986 5.03284 1.75025
O -0.05892 2.92975 0.87845
H -2.76553 0.82080 3.82706
H -3.79373 2.31625 3.81363
H -4.51154 0.73181 3.84965
H -2.63081 1.33805 0.37273
H -1.75684 1.40595 1.87157
H -2.75787 3.60795 2.42210
H -3.84863 4.99490 0.98489
H -4.32524 4.47195 -1.42236
H -3.11486 3.19717 -1.30637
H -2.25566 5.52204 -1.95828
H -2.52790 6.02153 -0.29601
F 2.25351 -2.58871 2.24353
C 2.51574 -2.48039 3.56004
F 1.59223 -3.22314 4.21746
C 2.44534 -1.03725 4.06989
F 1.17263 -0.58545 4.04011
F 2.80522 -1.09816 5.38463
C 3.37153 0.00891 3.42272
O 2.87186 0.83867 2.38288
C 2.83432 0.41856 1.06801
F 3.59702 -0.68372 0.88982
F 3.39605 1.39745 0.33191
C 1.40545 0.23494 0.54722
F 0.67483 -0.56899 1.34911
F 1.44694 -0.34636 -0.68284
H 3.50218 -2.90763 3.76115
H 3.57980 0.71704 4.22347
H 4.33566 -0.42449 3.15573
H 0.89763 1.19689 0.47543
F 0.29993 -2.73360 -4.12781
C 1.23447 -2.00527 -3.48333
F 1.30640 -0.80501 -4.10962
C 2.61820 -2.65970 -3.49588
F 3.13136 -2.66564 -4.74702
F 3.41785 -1.84571 -2.75167
C 2.75848 -4.06646 -2.88743
O 2.71481 -5.20722 -3.73969
C 1.52293 -5.77047 -4.14490
F 0.49366 -5.31948 -3.40175
F 1.62111 -7.09721 -3.90622
C 1.27150 -5.61148 -5.65075
F 1.37550 -4.33039 -6.04441
F 0.02022 -6.03923 -5.93960
H 0.90106 -1.83094 -2.45790
H 3.77423 -4.09137 -2.49607
H 2.10731 -4.19325 -2.02253
H 1.99337 -6.20774 -6.21290

Forces on the atoms, in the same order (eV/Å):
-0.496 -0.298 0.011
-0.023 0.139 -0.093
0.557 -0.472 0.244
-0.950 -0.275 -0.772
-0.332 -0.024 -0.165
0.029 0.932 0.686
0.838 -0.756 -0.602
-0.391 0.038 0.111
-0.214 0.243 0.243
-0.393 -0.471 -0.967
-0.370 -0.206 0.525
1.291 0.450 1.255
-0.646 0.977 0.056
-0.009 -0.942 -0.620
0.234 0.215 -0.031
0.262 0.124 0.064
-0.136 -0.086 -0.019
-0.241 0.125 -0.215
0.172 0.091 -0.050
0.401 0.171 0.183
-0.099 0.090 0.193
-0.142 0.055 0.048
0.000 -0.088 -0.154
0.389 0.048 -0.111
0.211 0.024 0.210
0.002 0.225 -0.052
0.031 -0.459 0.224
0.028 0.121 0.051
-0.448 0.576 -0.338
-0.019 -0.143 -0.072
0.227 -0.156 -0.021
0.588 0.381 0.079
-0.595 -0.548 -0.156
0.678 0.032 0.556
-0.226 -0.040 -0.057
-0.100 0.018 -0.095
-0.480 0.195 -0.181
0.153 -0.129 0.098
0.169 -0.005 0.016
0.028 0.089 -0.006
-0.102 -0.014 0.040
-0.105 -0.228 -0.115
0.225 -0.037 -0.021
0.164 -0.221 -0.047
-0.301 0.509 0.182
0.163 -0.059 0.015
0.251 -0.461 -0.588
-0.147 0.046 -0.030
-0.154 0.019 0.210
0.224 -0.348 0.593
-0.384 0.412 -0.590
0.335 0.209 0.839
-0.040 0.029 -0.232
-0.026 -0.060 -0.137
-0.018 -0.106 -0.361
-0.019 0.078 0.144
0.043 -0.048 0.108
0.084 -0.094 0.030
0.035 0.055 -0.085
-0.223 0.106 -0.122
0.012 -0.049 0.091

Properties
Structure (SMILES): COC[C@@H]1[C@H](N=C=S)CCOS1(=O)=O.FC(F)C(F)(F)COC(F)(F)C(F)F.FC(F)C(F)(F)COC(F)(F)C(F)F
Spin multiplicity: 1
Orbital gap (eV): 9.81
LUMO energy (eV): 0.06


No. 4
ORCA calculation (ωB97M-V/def2-TZVPD) on C17H19F17I2O7S as an isolated structure at a distorted geometry.

CARTESIAN COORDINATES (ANGSTROEM)
C -1.46182 5.45031 0.50672
C -1.47000 4.72295 -0.89247
I -2.39722 6.09457 -2.34547
C -0.05909 4.35049 -1.44374
I 1.29433 6.08016 -1.45606
C 0.67252 3.21739 -0.66663
O 0.97179 3.50218 0.72768
S 1.61854 2.04189 1.18600
O 1.76076 1.87331 2.63907
O 2.91152 1.71952 0.55047
O 0.32030 1.16208 0.58572
C 0.12380 1.74080 -0.70034
F 1.01206 1.02409 -1.51388
C -1.25917 1.40989 -1.30809
C -1.50432 -0.15056 -1.45424
O -1.19807 -0.52501 -2.79784
H -0.45227 5.64311 0.91367
H -2.03395 4.80615 1.21595
H -2.04615 6.39054 0.42942
H -2.17092 3.87244 -0.82597
H -0.12439 4.04735 -2.50898
H 1.64365 3.11681 -1.21151
H -2.02407 1.75455 -0.56799
H -1.45499 1.97202 -2.24135
H -0.87329 -0.68079 -0.71283
H -2.58600 -0.30645 -1.24837
H -0.72533 0.19703 -3.20965
C -3.34723 -3.31522 -3.83057
C -3.16927 -4.78279 -3.36385
C -3.27899 -5.89223 -4.41701
F -4.48452 -5.95015 -5.00040
F -3.08092 -7.09851 -3.83045
F -4.01533 -5.01900 -2.33769
F -1.91176 -4.86560 -2.84731
O -4.62790 -2.69105 -3.62475
C -5.65722 -2.82464 -4.56562
C -6.88005 -3.54486 -3.98832
F -6.57395 -4.77955 -3.55610
F -7.83259 -3.67809 -4.93778
F -5.19856 -3.38665 -5.69096
F -6.02370 -1.57131 -4.89993
H -2.67860 -2.72962 -3.19678
H -2.97770 -3.15532 -4.84311
H -2.51946 -5.76850 -5.19383
H -7.29473 -2.98505 -3.14777
C 5.08328 0.88784 3.98670
C 4.68552 -0.55010 3.56654
C 3.47792 -1.18695 4.26440
F 3.64984 -1.34009 5.58615
F 3.26354 -2.42945 3.76146
F 5.77118 -1.35035 3.65897
F 4.37235 -0.48185 2.24670
O 6.17380 1.06240 4.91060
C 5.96111 1.02995 6.29434
C 6.70878 -0.12524 6.96797
F 6.32952 -1.31804 6.47963
F 6.45034 -0.13610 8.29515
F 4.65136 1.04151 6.57196
F 6.45248 2.18903 6.77637
H 5.45590 1.35350 3.07302
H 4.21748 1.48557 4.27033
H 2.57433 -0.59505 4.09416
H 7.78555 -0.02525 6.81848

Forces on the atoms, in the same order (eV/Å):
-0.854 -0.428 -0.084
0.427 1.121 0.430
0.096 -0.624 0.201
-0.651 -0.323 0.819
-0.409 -0.593 -0.062
0.805 0.193 -1.356
0.648 -2.008 -0.139
3.399 -1.300 2.923
-1.992 0.891 -2.740
-3.566 1.170 -0.144
1.184 1.847 0.182
-0.334 -1.122 -1.477
-0.055 0.478 -0.254
-0.807 -0.262 2.184
0.250 1.754 -0.390
-0.442 -0.595 0.538
-0.583 -0.097 -0.349
0.595 0.423 -0.325
0.656 -0.516 0.209
0.627 0.340 -0.409
0.142 0.094 0.719
-0.569 0.074 0.539
0.544 -0.024 -0.532
0.318 -0.401 0.372
-0.415 0.085 -0.482
0.754 -0.251 -0.236
0.252 -0.021 -0.088
0.069 0.580 0.039
-0.618 0.575 0.392
0.441 -0.544 -0.156
-0.377 0.395 -0.007
0.146 0.154 0.219
-0.136 -0.161 -0.109
0.174 -0.073 -0.321
-0.445 -0.964 -0.351
1.550 0.486 0.295
-0.479 -0.119 0.320
0.340 -0.096 -0.047
0.100 0.207 -0.198
-0.191 -0.424 -0.131
-0.385 0.090 0.126
-0.100 -0.114 0.062
-0.196 -0.246 -0.121
0.049 0.140 0.052
0.106 0.175 -0.053
0.184 0.628 -0.045
0.842 0.249 0.331
-0.599 -0.283 -0.255
0.378 0.241 0.305
0.155 0.082 -0.237
-0.092 -0.150 0.202
-0.350 0.058 -0.029
-0.433 -0.911 0.581
-0.380 0.713 -1.464
0.437 -0.324 0.201
-0.268 0.005 -0.258
-0.107 0.276 0.031
-0.186 -0.391 0.243
0.327 -0.066 0.245
0.066 -0.188 0.031
-0.117 -0.240 0.198
0.094 0.138 -0.081
-0.020 0.203 -0.057

Properties
Spin multiplicity: 1
Orbital gap (eV): 9.26
LUMO energy (eV): -0.62


No. 5
ORCA calculation (ωB97M-V/def2-TZVPD) on a 2-piece molecular cluster, C17H19F4O6 overall at a distorted geometry.

CARTESIAN COORDINATES (ANGSTROEM)
F -1.19142 0.97097 3.07491
C 0.06398 0.81636 2.62963
C 0.29808 -0.10508 1.57872
F -0.51461 -1.24215 1.60464
C 1.70331 -0.54371 1.34159
O 1.93981 -1.56499 0.67986
C 2.74350 0.13850 2.08173
F 3.99796 -0.29353 1.81889
C 2.49198 1.14929 2.96064
F 3.49094 1.76962 3.60319
C 1.11280 1.57766 3.30942
O 0.92475 2.53786 4.08731
C -0.55932 -4.20643 -1.11901
C 0.05748 -2.83147 -1.07452
C -0.92247 -1.68581 -1.31443
C -0.25402 -0.31912 -1.50882
C -0.26060 0.60447 -0.32819
C 0.73564 1.72043 -0.43546
O 0.97103 2.57399 0.39833
O 1.48088 1.59011 -1.56956
C 2.73858 2.32600 -1.54246
C 3.28223 2.37182 -2.95229
C -1.58009 1.15726 0.13603
O -1.74041 2.21662 0.70939
O -2.59615 0.27704 -0.02920
C -3.61881 0.37713 1.01021
C -4.82796 -0.37955 0.54034
H 0.19753 -4.93717 -0.83418
H -1.41511 -4.30714 -0.45158
H -0.87309 -4.46582 -2.12989
H 0.53320 -2.69289 -0.10012
H 0.86688 -2.72788 -1.80922
H -1.48394 -1.91789 -2.23122
H -1.67736 -1.63696 -0.52434
H 0.80207 -0.47756 -1.77214
H -0.74598 0.20277 -2.35044
H 2.52562 3.33559 -1.15761
H 3.41456 1.78914 -0.85204
H 4.20538 2.96162 -2.96973
H 3.51982 1.36514 -3.32547
H 2.56234 2.85586 -3.62446
H -3.16039 -0.09740 1.89100
H -3.81890 1.42821 1.23112
H -5.57843 -0.36731 1.33342
H -5.27452 0.10265 -0.34066
H -4.56676 -1.41622 0.32668

Forces on the atoms, in the same order (eV/Å):
-0.563 0.105 0.155
2.110 -0.102 0.232
-0.925 0.208 0.521
0.045 0.679 -0.261
-0.031 -2.085 -0.618
0.256 2.127 1.121
0.876 1.397 0.612
-0.227 0.308 0.233
0.866 -1.013 -0.797
-0.496 -0.445 -0.422
-2.222 0.758 -0.527
0.468 -1.498 -0.666
0.189 -0.243 -0.378
0.126 0.582 0.487
-0.473 -0.476 -0.300
0.067 -0.733 0.009
-0.173 1.670 1.057
0.136 -0.121 0.756
-0.128 -0.546 -0.708
1.006 0.567 -0.004
-0.649 -0.023 0.142
0.099 -0.100 -0.110
0.503 0.481 0.710
0.097 -0.614 -0.681
-0.658 0.118 0.377
0.716 -0.133 -0.177
-0.258 0.208 -0.057
-0.074 -0.191 0.112
-0.022 0.047 0.066
-0.234 -0.053 -0.116
-0.263 -0.084 -0.433
-0.038 -0.259 0.009
0.022 0.018 0.012
0.299 -0.145 -0.146
-0.471 -0.025 -0.158
0.306 -0.105 0.187
0.262 -0.403 -0.043
-0.210 0.360 -0.211
-0.098 -0.075 0.025
-0.165 0.281 0.057
0.137 -0.190 0.120
-0.289 0.244 -0.093
0.015 -0.201 -0.084
-0.019 -0.066 0.006
0.176 -0.259 0.123
-0.093 0.032 -0.140

Properties
Charge: -1
Spin multiplicity: 1
Orbital gap (eV): 5.93
LUMO energy (eV): 1.99